# 1
A cluster of 16 separate species, C37H113N25O16 in total in a non-equilibrium geometry. Source: the OMol25 dataset; level of theory: ωB97M-V with the def2-TZVPD basis set.

## Properties
Orbital gap: 0.319 Ha

Each line ends with the Löwdin charge.
CARTESIAN COORDINATES (ANGSTROEM)
C1 4.678 -2.895 2.162  -0.054
C2 5.136 -2.782 3.607  -0.418
C3 4.123 -3.099 4.764  -0.174
O1 4.844 -2.940 5.978  -0.197
C4 4.565 -3.751 7.063  -0.123
N1 6.393 -3.516 3.745  0.052
H1 3.790 -2.298 1.936  0.064
H2 4.259 -3.908 2.070  0.063
H3 5.429 -2.836 1.382  0.070
H4 5.328 -1.713 3.739  0.112
H5 3.642 -4.075 4.682  0.090
H6 3.354 -2.321 4.821  0.084
H7 3.673 -3.424 7.610  0.077
H8 5.413 -3.740 7.749  0.090
H9 4.447 -4.818 6.836  0.088
H10 6.791 -3.150 4.602  0.069
H11 6.208 -4.504 3.879  0.077
C5 0.437 1.494 -1.744  -0.044
C6 -0.847 0.825 -1.342  -0.396
C7 -0.617 -0.353 -0.435  -0.154
O2 0.042 0.008 0.780  -0.219
C8 0.646 -1.036 1.502  -0.082
N2 -1.758 1.824 -0.799  0.059
H12 0.902 2.037 -0.923  0.039
H13 0.213 2.230 -2.513  0.062
H14 1.185 0.751 -2.033  0.099
H15 -1.357 0.607 -2.288  0.122
H16 0.030 -1.138 -0.843  0.113
H17 -1.570 -0.735 -0.049  0.115
H18 0.034 -1.947 1.539  0.085
H19 0.841 -0.833 2.553  0.047
H20 1.567 -1.417 1.047  0.084
H21 -1.337 2.536 -0.210  0.039
H22 -2.438 1.450 -0.132  0.039
C9 -4.094 -2.613 0.401  -0.070
C10 -4.981 -3.673 -0.279  -0.417
C11 -6.302 -3.870 0.489  -0.188
O3 -7.213 -4.610 -0.345  -0.195
C12 -8.458 -4.765 0.245  -0.149
N3 -5.331 -3.290 -1.659  0.050
H23 -3.093 -2.626 -0.034  0.044
H24 -3.865 -2.983 1.410  0.073
H25 -4.573 -1.649 0.558  0.068
H26 -4.533 -4.668 -0.298  0.134
H27 -6.800 -2.938 0.764  0.124
H28 -6.105 -4.540 1.331  0.124
H29 -8.871 -3.846 0.679  0.083
H30 -8.388 -5.446 1.108  0.082
H31 -9.201 -5.227 -0.404  0.088
H32 -4.442 -3.174 -2.152  0.043
H33 -5.501 -2.283 -1.578  0.073
C13 3.451 0.656 4.398  -0.037
C14 1.993 0.386 4.776  -0.357
C15 1.947 -0.365 6.148  -0.213
O4 0.636 -0.573 6.627  -0.222
C16 0.671 -1.069 7.954  -0.101
N4 1.382 1.728 5.007  0.033
H34 3.527 1.099 3.406  0.054
H35 4.040 -0.262 4.296  0.055
H36 3.991 1.194 5.177  0.091
H37 1.455 -0.177 4.017  0.090
H38 2.570 0.151 6.891  0.128
H39 2.423 -1.356 6.130  0.100
H40 1.238 -0.419 8.623  0.093
H41 1.104 -2.074 7.980  0.082
H42 -0.359 -1.163 8.292  0.095
H43 1.612 2.090 5.923  0.086
H44 0.379 1.585 4.966  0.065
C17 2.433 -6.532 3.554  -0.048
C18 1.050 -5.940 3.792  -0.431
C19 1.062 -4.555 4.376  -0.209
O5 -0.270 -4.061 4.487  -0.164
C20 -0.269 -2.715 4.899  -0.087
N5 0.310 -6.009 2.524  0.038
H45 3.136 -6.429 4.384  0.073
H46 2.875 -5.952 2.738  0.067
H47 2.459 -7.579 3.255  0.084
H48 0.506 -6.557 4.519  0.141
H49 1.673 -3.952 3.696  0.118
H50 1.476 -4.627 5.386  0.134
H51 -1.252 -2.303 4.675  0.097
H52 0.467 -2.092 4.382  0.061
H53 -0.034 -2.612 5.963  0.077
H54 -0.603 -5.594 2.702  0.073
H55 0.053 -6.985 2.401  0.097
C21 1.855 2.898 -4.961  -0.052
C22 1.697 4.166 -5.732  -0.416
C23 0.887 4.045 -7.054  -0.199
O6 1.275 2.959 -7.890  -0.164
C24 0.333 2.891 -8.934  -0.145
N6 1.099 5.221 -4.935  0.035
H56 2.486 2.933 -4.072  0.075
H57 2.383 2.135 -5.539  0.097
H58 0.879 2.463 -4.731  0.053
H59 2.692 4.464 -6.079  0.146
H60 0.838 4.998 -7.589  0.126
H61 -0.154 3.781 -6.806  0.104
H62 0.139 3.734 -9.601  0.088
H63 -0.623 2.459 -8.614  0.080
H64 0.632 2.076 -9.599  0.091
H65 0.087 5.143 -4.853  0.057
H66 1.255 6.130 -5.355  0.094
C25 -3.393 4.157 -5.070  -0.047
C26 -2.753 3.842 -3.714  -0.424
C27 -2.240 5.103 -2.989  -0.179
O7 -1.410 5.815 -3.903  -0.242
C28 -1.275 7.174 -3.629  -0.105
N7 -3.655 3.084 -2.823  0.033
H67 -3.679 3.283 -5.661  0.072
H68 -2.615 4.643 -5.656  0.071
H69 -4.324 4.702 -4.911  0.087
H70 -1.931 3.149 -3.942  0.106
H71 -1.737 4.793 -2.067  0.106
H72 -3.123 5.631 -2.614  0.125
H73 -0.615 7.631 -4.367  0.088
H74 -0.943 7.335 -2.599  0.097
H75 -2.194 7.760 -3.760  0.092
H76 -4.033 2.353 -3.419  0.071
H77 -3.041 2.571 -2.188  0.017
C29 -3.248 1.354 2.258  -0.649
O8 -3.476 0.690 1.240  -0.005
N8 -3.043 0.824 3.486  0.159
N9 -3.248 2.709 2.334  0.188
H78 -2.551 1.344 4.184  0.089
H79 -3.188 -0.170 3.562  0.103
H80 -2.906 3.266 3.092  0.106
H81 -3.592 3.242 1.546  0.058
C30 -0.866 0.074 -6.415  -0.679
O9 0.102 0.087 -7.182  0.023
N10 -1.611 -1.066 -6.315  0.164
N11 -1.304 1.106 -5.696  0.183
H82 -2.068 -1.147 -5.418  0.042
H83 -1.293 -1.927 -6.721  0.108
H84 -2.089 0.961 -5.088  0.089
H85 -0.788 1.966 -5.753  0.067
C31 4.229 -2.881 -1.873  -0.708
O10 4.180 -3.940 -2.498  0.004
N12 5.320 -2.316 -1.344  0.149
N13 3.171 -2.048 -1.660  0.155
H86 6.216 -2.717 -1.562  0.109
H87 5.213 -1.423 -0.882  0.048
H88 3.415 -1.163 -1.238  0.044
H89 2.243 -2.361 -1.915  0.062
C32 0.420 -4.016 -0.536  -0.653
O11 0.658 -3.434 -1.600  -0.039
N14 -0.790 -4.438 -0.135  0.195
N15 1.434 -4.316 0.310  0.191
H90 -1.484 -4.469 -0.866  0.103
H91 -0.994 -4.603 0.829  0.078
H92 1.400 -4.934 1.115  0.057
H93 2.313 -4.079 -0.130  0.095
C33 -2.085 -3.321 -4.125  -0.715
O12 -2.793 -3.798 -5.001  0.029
N16 -0.943 -3.947 -3.753  0.160
N17 -2.258 -2.166 -3.419  0.148
H94 -0.243 -3.638 -3.076  0.047
H95 -0.641 -4.690 -4.362  0.110
H96 -1.637 -1.766 -2.740  0.082
H97 -3.133 -1.715 -3.637  0.102
C34 0.327 3.659 1.729  -0.658
O13 -0.212 3.873 0.632  -0.043
N18 0.859 4.637 2.474  0.193
N19 0.454 2.412 2.208  0.196
H98 0.757 5.602 2.220  0.118
H99 1.402 4.355 3.274  0.099
H100 0.279 1.568 1.677  0.070
H101 0.533 2.357 3.217  0.048
C35 -5.307 4.385 0.338  -0.713
O14 -5.836 5.228 1.068  0.005
N20 -5.887 3.213 0.030  0.172
N21 -4.033 4.505 -0.107  0.149
H102 -5.428 2.480 -0.479  0.094
H103 -6.865 3.222 0.267  0.113
H104 -3.697 3.881 -0.830  0.043
H105 -3.541 5.374 0.006  0.114
C36 4.255 1.165 0.403  -0.640
O15 4.369 0.155 -0.306  -0.024
N22 3.206 1.989 0.277  0.218
N23 5.171 1.434 1.349  0.173
H106 2.530 1.869 -0.459  0.071
H107 3.027 2.727 0.937  0.100
H108 5.026 2.104 2.081  0.098
H109 6.024 0.909 1.274  0.116
C37 2.271 5.263 -1.510  -0.692
O16 2.779 5.593 -0.439  -0.019
N24 2.910 5.345 -2.690  0.152
N25 1.009 4.761 -1.612  0.172
H110 3.820 5.765 -2.747  0.101
H111 2.468 5.098 -3.584  0.043
H112 0.605 4.709 -2.534  0.061
H113 0.454 4.436 -0.836  0.028

Force components x, y, z for each atom (eV/Å):
C -1.967 -1.610 0.459
C 0.131 0.584 -0.156
C 0.360 0.684 -0.345
O 0.751 0.177 -0.540
C -0.236 -0.719 0.735
N -0.166 0.724 0.412
H 0.290 0.495 -0.059
H 0.163 -0.212 -0.254
H 0.235 0.473 0.331
H 0.577 -0.090 0.273
H 0.263 -0.192 0.022
H -0.292 -0.321 -0.636
H -0.071 0.006 0.012
H 0.000 0.384 -0.033
H -0.189 0.053 -0.457
H 0.332 -0.511 0.058
H 0.043 -0.053 0.009
C 0.620 0.090 0.171
C -0.175 1.097 0.138
C -0.181 -1.244 1.083
O 0.716 1.282 0.878
C -0.115 -1.574 -0.599
N -0.875 0.711 0.997
H -0.549 0.143 0.141
H 0.373 -0.126 -0.189
H -0.113 0.060 -0.579
H 0.295 -1.286 0.048
H -0.487 -0.043 -0.673
H -0.173 -0.403 -0.728
H -0.490 0.149 -0.131
H -0.153 0.769 -0.348
H 0.240 0.443 -0.175
H 0.827 0.064 -0.295
H -0.054 -0.587 -0.547
C 0.192 -1.868 1.101
C -1.067 0.589 -0.094
C -0.385 -1.202 -0.942
O 0.475 0.565 -0.391
C -0.386 -0.565 1.407
N 1.105 1.094 -0.032
H -0.191 0.690 -0.479
H -0.175 0.087 0.241
H 0.207 0.163 -0.547
H 0.372 0.130 -0.114
H 0.248 0.177 0.276
H 0.029 0.543 0.597
H 0.033 0.273 -0.363
H 0.050 -0.092 0.088
H 0.330 0.235 -0.478
H 0.066 -0.784 -0.227
H -0.862 -0.037 -0.022
C 0.258 -1.351 -0.350
C 0.862 0.920 2.461
C 0.494 -0.905 -0.536
O 0.087 0.897 0.244
C -0.396 -0.253 -0.279
N -0.684 -0.622 -1.110
H -0.154 0.455 0.250
H -0.304 -0.164 0.075
H -0.280 0.497 -0.121
H 0.033 0.337 0.117
H -0.196 0.559 -0.041
H 0.083 0.018 -0.460
H -0.016 0.082 -0.006
H 0.213 -0.046 0.000
H 0.008 0.167 0.057
H 0.024 -0.153 0.089
H -0.105 0.185 0.552
C 0.601 0.835 -0.189
C -0.666 -1.582 0.608
C -0.349 -0.242 -0.299
O 0.677 -0.131 -0.672
C -0.150 0.187 0.270
N -0.553 0.130 0.229
H -0.277 0.017 0.268
H 0.136 -0.138 -0.111
H -0.415 0.006 0.000
H 0.165 -0.084 0.186
H -0.061 0.549 0.256
H 0.432 0.261 -0.043
H -0.047 -0.007 0.216
H 0.080 -0.274 -0.253
H -0.234 -0.197 -0.118
H 0.071 0.280 0.063
H 0.327 -0.085 -0.372
C 0.076 -1.476 -0.232
C 0.262 0.458 -1.865
C -0.508 -1.532 0.777
O 0.011 1.651 -0.318
C -0.278 -2.412 -1.025
N 0.085 0.352 -0.044
H -0.379 0.637 0.257
H -0.311 0.090 -0.441
H 0.085 0.022 0.336
H 0.107 0.305 0.359
H 0.329 0.082 -0.026
H -0.248 0.488 0.438
H 0.425 0.641 0.597
H -0.189 0.563 0.583
H 0.525 0.151 -0.001
H 0.167 -0.260 0.070
H 0.124 0.000 -0.013
C 0.050 -0.223 0.481
C 0.042 -0.624 -0.322
C -0.533 -1.062 -0.482
O -0.854 -0.480 0.562
C -0.198 1.079 0.192
N 0.082 -0.006 -0.508
H 0.148 -0.351 0.371
H -0.481 0.555 -0.140
H 0.247 0.535 -0.246
H 0.595 0.475 0.069
H 0.580 0.088 -0.106
H -0.031 0.576 -0.552
H 0.440 -0.314 0.256
H 0.338 0.097 -0.118
H -0.374 -0.448 0.111
H -0.436 0.043 0.131
H 0.140 -0.064 0.346
C -0.240 0.797 0.121
O -0.234 0.426 0.838
N 0.075 -1.553 0.173
N -0.200 0.591 -1.539
H -0.151 -0.122 0.259
H 0.433 0.113 0.205
H -0.080 -0.328 0.345
H 0.385 -0.059 -0.128
C 1.954 -2.245 -2.621
O -0.587 0.877 0.669
N -1.076 0.355 1.124
N -0.316 0.861 0.706
H -0.141 -0.555 -0.327
H 0.307 0.146 -0.052
H 0.007 0.512 0.047
H -0.189 -0.001 0.165
C -1.117 -0.070 -1.028
O 0.129 0.239 0.589
N 1.811 -0.285 0.466
N -0.548 -0.411 -0.072
H -0.053 0.145 0.101
H 0.534 -0.091 -0.086
H -0.812 0.075 -0.102
H 0.224 0.216 0.125
C 1.333 -0.597 0.644
O -0.621 0.038 0.169
N -1.002 0.277 -0.897
N 0.974 0.768 -0.386
H -0.290 0.108 0.402
H -0.046 -0.281 -0.019
H -0.529 -0.039 -0.401
H 0.194 -0.084 0.414
C 1.958 -1.480 0.083
O -0.594 1.174 0.371
N 0.812 -0.903 -0.229
N -2.044 0.873 -0.512
H -0.505 0.224 -0.088
H -0.200 -0.026 0.014
H 0.177 -0.284 -0.056
H 0.077 0.238 0.429
C -0.646 -0.213 -1.847
O -0.126 0.215 0.548
N 0.125 0.031 0.925
N 0.179 -0.081 1.502
H 0.115 -0.066 -0.180
H 0.044 0.392 0.007
H -0.398 0.164 -0.408
H 0.547 -0.336 -0.334
C 0.093 1.239 1.121
O 0.126 -0.470 -0.719
N -0.933 -0.109 0.138
N 1.082 -0.199 -0.271
H -0.199 0.021 -0.130
H 0.075 -0.635 -0.144
H -0.194 0.259 -0.091
H -0.220 0.060 0.144
C -0.654 -1.031 -0.776
O 0.258 0.531 -0.047
N -0.293 0.617 0.505
N 0.437 0.162 0.441
H 0.260 -0.298 0.079
H 0.117 0.196 -0.208
H 0.239 0.156 -0.175
H -0.038 0.001 0.332
C -0.395 -0.082 0.742
O 0.096 -0.167 0.173
N 0.842 0.012 -1.410
N -0.261 0.096 -1.001
H -0.038 0.046 0.416
H -0.143 0.359 0.862
H 0.120 -0.065 -0.059
H 0.301 0.354 0.425

# 2
A structure of composition C37H20BrF5N3OPtS in a non-equilibrium geometry. Source: the OMol25 dataset; level of theory: ωB97M-V with the def2-TZVPD basis set.

## Properties
Net charge: +1
Orbital gap (alpha / beta): 0.199 / 0.188 Ha
Spin multiplicity: 5

Each line ends with the natural charge from an NBO analysis.
CARTESIAN COORDINATES (ANGSTROEM)
Pt1 -0.084 -0.099 0.059  1.225
Br1 1.163 1.066 7.250  0.173
C1 0.729 0.438 5.535  0.029
C2 -0.185 -0.625 5.420  -0.303
C3 -0.518 -1.057 4.170  -0.172
C4 0.034 -0.472 2.994  0.431
O1 -0.382 -0.947 1.873  -0.606
C5 1.021 0.603 3.128  -0.077
C6 1.701 1.235 2.053  -0.050
N1 1.573 0.918 0.759  -0.586
C7 2.253 1.539 -0.250  0.200
C8 3.435 2.273 -0.112  -0.255
C9 3.997 2.917 -1.213  -0.174
C10 3.427 2.839 -2.464  -0.204
C11 2.250 2.086 -2.658  -0.085
C12 1.609 1.944 -3.906  -0.086
C13 0.454 1.209 -4.002  -0.262
C14 -0.073 0.604 -2.862  0.099
N2 0.520 0.704 -1.685  -0.434
C15 1.668 1.429 -1.549  0.124
C16 1.315 1.030 4.423  -0.248
H1 -0.616 -1.074 6.302  0.247
H2 -1.244 -1.847 4.025  0.239
H3 2.331 2.079 2.313  0.194
H4 3.918 2.339 0.852  0.226
H5 4.902 3.495 -1.081  0.231
H6 3.868 3.349 -3.310  0.226
H7 2.041 2.424 -4.775  0.233
H8 -0.054 1.092 -4.948  0.244
H9 -0.985 0.025 -2.895  0.234
H10 2.024 1.835 4.559  0.238
C17 -4.226 -1.371 -0.276  -0.186
C18 -4.094 -2.671 -0.743  -0.220
C19 -2.837 -3.220 -0.918  -0.171
C20 -1.698 -2.453 -0.664  -0.171
C21 -1.833 -1.103 -0.324  -0.117
C22 -3.092 -0.598 -0.050  -0.278
C23 -0.350 -3.034 -0.643  0.256
C24 -0.131 -4.383 -0.281  -0.252
C25 1.148 -4.836 -0.145  -0.093
C26 2.237 -3.990 -0.451  -0.129
C27 3.583 -4.409 -0.392  -0.157
C28 4.589 -3.553 -0.742  -0.206
C29 4.288 -2.254 -1.194  -0.176
C30 2.995 -1.812 -1.246  -0.228
C31 1.940 -2.660 -0.847  0.241
N3 0.657 -2.210 -0.869  -0.479
H11 -5.207 -0.956 -0.082  0.219
H12 -4.979 -3.266 -0.928  0.225
H13 -2.739 -4.243 -1.260  0.218
H14 -3.211 0.398 0.357  0.202
H15 -0.980 -5.010 -0.053  0.234
H16 1.340 -5.845 0.199  0.228
H17 3.803 -5.421 -0.074  0.223
H18 5.622 -3.871 -0.697  0.228
H19 5.094 -1.606 -1.512  0.225
H20 2.761 -0.822 -1.614  0.212
F1 -6.538 4.122 -0.479  -0.253
C32 -5.268 3.820 -0.353  0.336
C33 -4.533 4.340 0.707  0.258
F2 -5.113 5.143 1.584  -0.265
C34 -3.202 4.006 0.839  0.378
F3 -2.519 4.494 1.857  -0.268
C35 -2.567 3.138 -0.070  -0.362
S1 -0.918 2.725 0.166  0.185
C36 -3.328 2.666 -1.151  0.353
F4 -2.755 1.920 -2.078  -0.283
C37 -4.661 2.984 -1.285  0.299
F5 -5.367 2.493 -2.291  -0.276

Force components x, y, z for each atom (eV/Å):
Pt -0.181 -1.112 0.256
Br -0.053 -0.104 -0.379
C -0.092 -0.072 0.414
C -0.086 -0.091 0.163
C 0.006 0.024 -0.009
C 0.103 0.027 0.088
O -0.069 0.151 0.138
C 0.021 0.053 -0.026
C 0.305 0.275 0.125
N -0.229 -0.185 -0.373
C 0.455 0.404 0.061
C -0.489 -0.233 0.153
C 0.016 0.092 -0.476
C 0.207 0.099 0.145
C -0.096 -0.210 0.200
C -0.196 -0.121 0.067
C 0.258 0.236 -0.265
C 0.045 -0.190 0.324
N -0.368 0.063 -0.473
C 0.298 0.335 -0.160
C 0.043 0.069 -0.353
H 0.009 0.031 0.006
H 0.033 -0.021 -0.025
H 0.042 -0.076 0.007
H -0.009 -0.003 0.006
H 0.011 -0.024 0.018
H 0.016 -0.003 0.014
H -0.032 -0.006 -0.027
H -0.033 -0.023 0.025
H -0.001 -0.035 0.034
H 0.005 -0.016 0.035
C 0.125 0.049 0.095
C -0.220 -0.026 -0.012
C 0.152 -0.063 0.088
C -0.435 0.119 -0.045
C 0.649 0.274 -0.194
C -0.205 -0.015 -0.258
C 0.133 -0.033 -0.073
C 0.070 -0.086 -0.072
C -0.143 -0.043 -0.003
C -0.066 0.306 -0.116
C 0.079 -0.003 0.023
C 0.024 -0.073 -0.019
C -0.061 0.042 0.004
C 0.023 0.060 0.070
C 0.305 -0.339 0.121
N -0.309 0.328 0.307
H -0.009 -0.043 0.007
H 0.035 -0.011 -0.066
H -0.012 -0.016 0.078
H 0.043 0.119 -0.082
H 0.033 -0.029 -0.001
H 0.008 -0.011 -0.036
H -0.006 0.001 -0.003
H -0.018 -0.043 0.003
H -0.020 0.029 0.009
H 0.013 -0.019 0.050
F -0.178 0.041 -0.018
C 0.202 -0.022 0.041
C 0.150 -0.026 0.079
F -0.099 0.036 0.032
C -0.156 0.060 -0.104
F -0.024 0.064 0.074
C 0.676 0.074 0.092
S -0.569 0.225 0.336
C -0.244 0.017 0.141
F 0.069 -0.203 -0.116
C 0.143 -0.116 -0.036
F -0.098 0.039 -0.110

Number 1: total energy -110219.5082 eV. Number 2: total energy -142914.5018 eV.